19
Properties=species:S:1:pos:R:3 method="wB97M-V/def2-TZVPD" e_above_lowest_kcal_mol=53.3 smiles=CCNC(C)C total_energy_ha=-252.978067 lumo_ev=1.22 mol_weight_g_mol=87.17 gap_ev=9.353 homo_energy_ev=-8.13
C -2.47 0.06 -0.49
C -1.49 -0.34 0.56
N -0.31 -0.73 -0.01
C 0.92 -0.12 0.37
C 0.92 1.34 -0.02
C 2.13 -0.83 -0.27
H -2.00 0.80 -1.13
H -3.38 0.25 -0.01
H -2.37 -0.91 -1.00
H -1.22 0.50 1.24
H -1.84 -1.02 1.37
H -0.41 -1.58 -0.46
H 1.12 -0.17 1.46
H 0.09 1.71 -0.57
H 1.79 1.56 -0.64
H 0.96 1.86 0.97
H 2.62 -1.72 0.00
H 1.99 -0.59 -1.24
H 2.96 -0.08 -0.14



70
Properties=species:S:1:pos:R:3 method="wB97M-V/def2-TZVPD" total_charge=-1 total_energy_ha=-4517.541379 lumo_ev=1.75 mol_weight_g_mol=631.32 gap_ev=10.273 homo_energy_ev=-8.52
As -1.74 1.16 0.39
F -2.58 0.20 -0.83
F -2.49 2.67 -0.12
F -0.77 2.11 1.59
F -0.84 -0.36 0.79
F -0.49 1.53 -0.87
F -3.06 0.82 1.52
O -3.47 0.25 -5.68
H -3.00 0.14 -4.85
H -4.14 0.90 -5.49
O -2.94 4.42 -3.91
H -3.00 3.70 -3.29
H -2.10 4.30 -4.34
O -3.24 6.85 -0.42
H -2.95 6.06 0.03
H -3.22 7.53 0.25
O 0.11 -4.36 -0.26
H 0.95 -4.06 0.10
H -0.46 -3.59 -0.20
C -5.91 -4.98 0.26
C -6.24 -3.56 0.64
C -7.65 -3.14 0.28
O -8.29 -2.94 1.47
C -7.43 -3.22 2.54
O -7.50 -2.91 3.72
O -6.21 -3.37 2.00
H -5.74 -5.10 -0.82
H -6.46 -5.78 0.75
H -4.98 -5.25 0.76
H -5.48 -2.94 0.16
H -8.07 -3.95 -0.33
H -7.37 -2.23 -0.25
C 4.03 0.16 5.50
C 4.99 0.53 4.35
C 4.50 1.60 3.40
O 5.51 2.54 3.62
C 6.54 2.08 4.24
O 7.62 2.62 4.27
O 6.16 1.09 4.99
H 3.80 0.94 6.23
H 4.42 -0.59 6.19
H 3.07 -0.19 5.13
H 5.35 -0.36 3.84
H 3.55 1.99 3.75
H 4.50 1.17 2.40
C 2.16 -0.20 -5.70
C 3.59 0.27 -5.83
C 4.32 0.04 -4.43
O 5.56 -0.50 -4.82
C 5.55 -0.88 -6.07
O 6.45 -1.58 -6.55
O 4.44 -0.47 -6.68
H 1.48 0.48 -5.20
H 1.91 -1.11 -5.16
H 1.76 -0.22 -6.71
H 3.81 1.29 -6.13
H 3.83 -0.66 -3.75
H 4.53 1.00 -3.95
C 4.62 5.65 -0.85
O 3.25 5.71 -0.33
H 5.29 5.07 -0.20
H 4.58 5.14 -1.82
H 4.99 6.65 -1.06
H 2.71 4.91 -0.41
C -1.75 -3.90 5.39
O -2.14 -5.10 4.83
H -1.51 -4.12 6.43
H -1.05 -3.24 4.88
H -2.70 -3.37 5.31
H -2.92 -5.37 5.31



145
Properties=species:S:1:pos:R:3 method="wB97M-V/def2-TZVPD" total_energy_ha=-164515.772506 lumo_ev=-1.23 mol_weight_g_mol=5658.61 gap_ev=6.878 homo_energy_ev=-8.11
C 1.58 -1.34 0.61
P 0.45 -2.25 1.74
C 0.75 -1.77 3.49
C -1.30 -2.01 1.24
C -2.00 -0.87 1.24
C -1.42 0.45 1.64
C -1.17 1.31 0.37
C -0.28 2.50 0.66
F -0.10 2.73 1.96
F -0.75 3.62 0.07
F 0.95 2.31 0.11
C -3.44 -0.99 0.77
O -3.95 -0.16 0.05
C -4.14 -2.25 1.20
C -5.57 -2.26 1.66
C -6.53 -1.30 0.93
C -6.69 -0.02 1.69
N -6.72 1.24 0.98
O -6.83 -0.04 2.90
C -3.42 -3.37 1.20
O -3.88 -4.58 1.59
C -2.00 -3.25 0.75
O -1.47 -4.05 0.02
H 2.59 -1.63 0.90
H 1.48 -0.26 0.61
H 1.42 -1.74 -0.38
H 0.96 -0.72 3.66
H -0.15 -1.99 4.05
H 1.54 -2.40 3.87
H -2.17 0.98 2.22
H -0.51 0.34 2.22
H -2.13 1.62 -0.01
H -0.73 0.66 -0.37
H -5.63 -2.08 2.73
H -5.95 -3.26 1.52
H -7.51 -1.76 0.91
H -6.20 -1.13 -0.09
H -7.65 1.63 1.07
H -6.08 1.84 1.48
H -4.24 -5.05 0.84
C 3.44 2.68 -2.55
Br 4.47 3.00 -4.15
Br 1.96 1.50 -2.86
Br 4.55 2.03 -1.12
H 3.03 3.63 -2.23
C -9.93 2.09 -1.83
Br -9.77 2.88 -0.09
Br -9.08 3.19 -3.17
Br -9.30 0.27 -1.92
H -10.99 2.06 -2.07
C 5.37 4.84 1.44
Br 5.99 5.67 3.06
Br 3.57 4.17 1.62
Br 5.52 6.01 -0.08
H 6.00 3.98 1.25
C 7.96 -0.07 -0.17
Br 7.06 -1.77 -0.04
Br 7.30 1.19 1.13
Br 9.87 -0.28 -0.07
H 7.73 0.33 -1.15
C -8.89 -4.98 -1.87
Br -9.08 -3.24 -2.66
Br -7.05 -5.55 -1.91
Br -9.65 -5.08 -0.11
H -9.43 -5.67 -2.50
C -3.41 -1.44 5.80
Br -3.00 -3.21 6.44
Br -2.65 -0.07 6.92
Br -2.87 -1.23 3.96
H -4.49 -1.33 5.84
C -0.32 -3.53 -3.18
Br -1.40 -1.95 -2.93
Br -1.07 -4.68 -4.54
Br 1.52 -3.09 -3.54
H -0.34 -4.08 -2.25
C 1.46 5.80 -5.81
Br 0.25 4.82 -4.68
Br 2.87 6.60 -4.78
Br 2.14 4.72 -7.25
H 0.89 6.61 -6.26
C -8.51 1.31 -6.57
Br -7.62 1.78 -8.21
Br -10.02 0.16 -6.88
Br -7.29 0.52 -5.31
H -8.88 2.22 -6.13
C 0.57 10.04 -6.17
Br -0.67 9.02 -5.11
Br 2.00 10.75 -5.10
Br 1.23 9.01 -7.65
H 0.03 10.88 -6.58
C 6.20 -5.65 1.94
Br 5.06 -4.13 2.25
Br 5.54 -6.75 0.51
Br 8.03 -5.13 1.66
H 6.17 -6.25 2.83
C 13.75 0.03 -2.40
Br 13.55 -0.53 -0.57
Br 12.19 -0.39 -3.44
Br 14.22 1.90 -2.53
H 14.57 -0.53 -2.82
C -5.74 4.64 -0.06
Br -5.99 6.26 -1.08
Br -3.89 4.15 0.04
Br -6.55 4.78 1.68
H -6.26 3.85 -0.59
C 6.60 7.66 -4.50
Br 6.39 9.27 -5.54
Br 8.45 7.20 -4.26
Br 5.67 7.79 -2.82
H 6.14 6.86 -5.06
C 1.47 -7.88 1.86
Br 2.93 -8.37 3.03
Br 0.89 -6.08 2.18
Br 1.95 -8.13 0.01
H 0.65 -8.54 2.08
C -1.41 -1.03 10.59
Br -2.34 -2.68 10.93
Br -1.99 0.38 11.76
Br 0.50 -1.27 10.62
H -1.67 -0.73 9.58
C -2.87 11.54 -8.39
Br -3.75 11.03 -6.76
Br -1.65 13.00 -8.12
Br -1.99 10.04 -9.23
H -3.64 11.88 -9.07
C 5.54 -10.99 5.14
Br 5.71 -10.05 6.82
Br 6.35 -10.00 3.70
Br 6.23 -12.78 5.25
H 4.49 -11.06 4.92
C 14.26 -4.65 -2.49
Br 12.54 -4.27 -1.71
Br 15.37 -3.08 -2.59
Br 15.15 -6.09 -1.58
H 14.08 -4.98 -3.51
C 1.26 -1.56 15.01
Br 1.16 -1.88 16.91
Br -0.35 -2.08 14.11
Br 1.72 0.27 14.62
H 2.06 -2.17 14.62
C -7.75 -2.74 -6.81
Br -7.12 -2.08 -8.50
Br -9.30 -3.86 -7.01
Br -6.35 -3.64 -5.83
H -8.05 -1.89 -6.22



55
Properties=species:S:1:pos:R:3 method="wB97M-V/def2-TZVPD" e_above_lowest_kcal_mol=108.1 total_energy_ha=-1579.166873 lumo_ev=0.32 mol_weight_g_mol=517.00 gap_ev=4.367 homo_energy_ev=-4.04
P 1.13 2.12 -1.66
P -1.20 -1.18 -2.08
C 0.61 0.95 -2.97
C -0.83 0.37 -3.01
H 1.37 0.15 -3.08
H 0.72 1.58 -3.88
H -1.58 1.15 -2.79
H -1.01 0.08 -4.07
C -0.20 -2.39 -2.98
H -0.24 -3.35 -2.46
H 0.86 -2.07 -3.02
H -0.57 -2.48 -4.01
C -2.96 -1.40 -2.33
H -3.13 -1.98 -3.25
H -3.44 -0.42 -2.42
H -3.39 -1.93 -1.47
C 2.86 2.45 -1.97
H 3.38 2.75 -1.05
H 2.95 3.26 -2.71
H 3.33 1.55 -2.38
C 0.09 3.58 -1.94
H -0.96 3.28 -2.03
H 0.41 4.05 -2.89
H 0.21 4.28 -1.11
Hg -0.44 -0.30 4.54
C -0.90 -1.53 -0.32
C 0.43 -2.14 -0.20
C 1.58 -1.32 -0.47
C 2.11 -0.41 0.70
C 1.96 0.97 0.32
C 0.69 1.62 0.04
C -0.78 1.07 0.05
C -1.09 -0.30 0.63
C 0.82 1.34 4.78
H -1.65 -2.30 -0.04
H 0.51 -3.18 0.13
H 1.24 -0.62 -1.27
H 2.41 -1.87 -0.94
H 1.57 -0.63 1.64
H 3.16 -0.67 0.88
H 2.78 1.65 0.54
H 0.66 2.57 0.61
H -1.25 1.17 -0.94
H -1.36 1.82 0.62
H -0.48 -0.46 1.53
H -2.14 -0.30 0.97
H 0.35 2.08 5.43
H 1.02 1.77 3.79
H 1.76 1.01 5.23
C -1.95 -2.59 6.01
C -1.55 -2.16 4.63
O -1.75 -2.70 3.57
H -2.43 -1.72 6.51
H -1.04 -2.82 6.58
H -2.63 -3.46 6.01



7
Properties=species:S:1:pos:R:3 method="wB97M-V/def2-TZVPD" e_above_lowest_kcal_mol=124.9 total_energy_ha=-336.066051 lumo_ev="-1.66 / -1.73" mol_weight_g_mol=78.03 gap_ev="8.780 / 8.712" homo_energy_ev="-10.44 / -10.44"
N -0.64 -0.13 0.56
N 0.47 0.20 -0.16
O -0.04 -1.09 -0.47
O -1.75 0.28 0.21
O 1.68 0.18 0.48
H -1.82 1.26 -1.10
H 2.10 -0.69 0.47



9
Properties=species:S:1:pos:R:3 method="wB97M-V/def2-TZVPD" e_above_lowest_kcal_mol=76.6 total_energy_ha=-462.726861 lumo_ev=-0.98 mol_weight_g_mol=115.05 gap_ev=9.109 homo_energy_ev=-10.09
C -1.30 -0.32 -1.11
N -2.06 0.28 -0.14
N -0.04 -0.34 -0.72
N -1.71 0.76 0.85
N 0.34 0.19 0.36
N 1.79 0.19 0.78
O 2.49 -0.40 0.00
O 2.06 0.65 1.84
H -1.56 -1.02 -1.87



21
Properties=species:S:1:pos:R:3 method="wB97M-V/def2-TZVPD" e_above_lowest_kcal_mol=42.1 smiles="O=C(O)c1ccc2ccccc2c1" total_energy_ha=-574.395506 lumo_ev=0.09 mol_weight_g_mol=172.18 gap_ev=8.752 homo_energy_ev=-8.66
O -4.15 0.62 -0.20
C -3.20 -0.13 0.03
O -3.35 -1.47 0.09
C -1.76 0.18 0.15
C -1.39 1.54 0.06
C -0.07 1.88 -0.11
C 0.94 0.90 -0.14
C 2.34 1.15 -0.08
C 3.17 0.10 0.00
C 2.75 -1.31 0.02
C 1.39 -1.54 -0.18
C 0.49 -0.49 -0.19
C -0.95 -0.89 -0.03
H -4.37 -1.50 -0.32
H -2.28 2.18 0.43
H 0.12 2.87 -0.04
H 2.89 2.13 0.11
H 4.31 0.13 0.47
H 3.52 -1.98 0.02
H 0.98 -2.55 0.04
H -1.38 -1.84 -0.12



13
Properties=species:S:1:pos:R:3 method="wB97M-V/def2-TZVPD" e_above_lowest_kcal_mol=36.8 smiles="CCNC(=O)O" total_energy_ha=-323.722267 lumo_ev=0.72 mol_weight_g_mol=89.09 gap_ev=10.337 homo_energy_ev=-9.62
C -1.49 0.75 -1.21
C -0.07 0.13 -0.80
N 0.15 -0.05 0.59
C 1.18 -0.76 1.11
O 2.19 -1.09 0.55
O 1.02 -0.89 2.42
H -1.63 0.79 -2.25
H -1.28 1.70 -0.62
H -2.32 0.13 -0.83
H 0.44 0.96 -1.36
H 0.16 -0.81 -1.38
H 0.15 0.88 1.11
H 1.51 -1.73 2.66



58
Properties=species:S:1:pos:R:3 method="wB97M-V/def2-TZVPD" e_above_lowest_kcal_mol=20.0 total_charge=+2 total_energy_ha=-4127.259408 lumo_ev=-6.26 mol_weight_g_mol=609.16 gap_ev=7.246 homo_energy_ev=-13.51
Sn 0.47 0.97 0.38
C -0.88 5.05 -2.86
N -2.07 4.33 -2.39
C -2.14 3.06 -1.99
Se -0.76 1.80 -1.94
N -3.41 2.79 -1.65
C -4.20 3.92 -1.83
C -5.55 4.17 -1.63
C -5.99 5.44 -1.92
C -5.12 6.43 -2.40
C -3.78 6.19 -2.61
C -3.34 4.91 -2.31
H -0.04 4.37 -2.86
H -0.68 5.89 -2.20
H -1.06 5.41 -3.87
H -3.70 1.88 -1.33
H -6.22 3.40 -1.26
H -7.04 5.68 -1.78
H -5.52 7.41 -2.62
H -3.12 6.96 -2.98
C -2.04 -1.76 2.52
P -1.07 -1.37 1.03
C -0.06 -2.85 0.78
C -0.51 -3.97 0.08
C 0.28 -5.10 0.01
C 1.51 -5.14 0.65
C 1.95 -4.04 1.37
C 1.17 -2.90 1.43
C -2.24 -1.27 -0.36
C -3.51 -0.73 -0.15
C -4.37 -0.54 -1.23
C -3.97 -0.88 -2.51
C -2.70 -1.41 -2.72
C -1.84 -1.60 -1.65
H -2.64 -2.64 2.31
H -2.68 -0.93 2.82
H -1.34 -1.97 3.33
H -1.48 -3.97 -0.40
H -0.07 -5.97 -0.54
H 2.12 -6.03 0.60
H 2.90 -4.08 1.90
H 1.50 -2.05 2.03
H -3.85 -0.47 0.85
H -5.36 -0.15 -1.05
H -4.65 -0.76 -3.34
H -2.39 -1.68 -3.72
H -0.86 -2.02 -1.83
C 4.74 -0.24 -2.05
C 3.90 0.76 -2.52
C 2.70 0.98 -1.87
N 2.32 0.25 -0.81
C 3.13 -0.72 -0.36
C 4.34 -1.00 -0.96
H 5.69 -0.43 -2.54
H 4.17 1.37 -3.37
H 2.02 1.75 -2.20
H 2.78 -1.29 0.48
H 4.96 -1.79 -0.57



87
Properties=species:S:1:pos:R:3 method="wB97M-V/def2-TZVPD" total_charge=+3 total_energy_ha=-4454.587191 lumo_ev=-11.03 mol_weight_g_mol=805.60 gap_ev=4.483 homo_energy_ev=-15.51
Mo 0.90 -0.26 0.06
C -0.50 2.35 2.87
C -0.91 0.87 2.80
C 0.21 -0.17 2.93
N 1.29 -0.05 1.92
C 2.59 0.09 2.38
C 2.93 0.72 3.56
C 4.19 0.95 4.12
C 5.37 0.32 3.82
C 5.57 -0.67 2.84
C 4.78 -0.97 1.77
C 3.50 -0.44 1.41
N 2.97 -0.59 0.19
C 3.90 -1.09 -0.85
C 3.52 -0.70 -2.27
C 2.09 -1.11 -2.56
N 1.20 -0.16 -1.88
C 0.84 1.00 -2.53
C 1.00 1.19 -3.91
C 0.68 2.27 -4.72
C 0.03 3.45 -4.41
C -0.39 3.86 -3.16
C -0.17 3.26 -1.93
C 0.42 2.03 -1.61
N 0.69 1.68 -0.31
C 0.85 2.76 0.69
C -0.40 3.08 1.52
H 0.44 2.47 3.41
H -1.25 2.88 3.46
H -1.44 0.69 1.87
H -1.60 0.65 3.61
H -0.23 -1.16 2.81
H 0.64 -0.15 3.92
H 2.12 1.18 4.11
H 4.21 1.65 4.95
H 6.23 0.56 4.44
H 6.50 -1.23 2.91
H 5.17 -1.72 1.10
H 3.94 -2.19 -0.78
H 4.90 -0.70 -0.65
H 4.21 -1.21 -2.95
H 3.65 0.37 -2.41
H 1.92 -2.10 -2.16
H 1.89 -1.18 -3.63
H 1.43 0.36 -4.45
H 0.96 2.14 -5.76
H -0.17 4.12 -5.24
H -0.91 4.81 -3.12
H -0.51 3.83 -1.08
H 1.20 3.65 0.17
H 1.66 2.47 1.35
H -1.30 2.87 0.93
H -0.39 4.15 1.73
C -2.34 -0.48 -2.39
As -1.81 -0.42 -0.51
C -2.62 -2.01 0.26
C -3.16 1.00 0.02
C -4.58 0.56 -0.16
C -5.28 0.85 -1.33
C -6.62 0.52 -1.44
C -7.28 -0.09 -0.38
C -6.59 -0.39 0.79
C -5.25 -0.06 0.90
H -3.40 -0.71 -2.40
H -1.81 -1.23 -2.96
H -2.18 0.50 -2.84
H -3.68 -2.00 0.05
H -2.46 -2.02 1.34
H -2.19 -2.92 -0.17
H -2.93 1.85 -0.63
H -3.00 1.28 1.05
H -4.78 1.35 -2.15
H -7.16 0.77 -2.34
H -8.33 -0.34 -0.47
H -7.10 -0.86 1.62
H -4.72 -0.28 1.82
F -0.40 -2.58 -1.91
C 0.20 -3.22 -0.89
C 0.76 -2.45 0.13
C 1.35 -3.23 1.13
F 1.93 -2.64 2.19
C 1.40 -4.61 1.12
F 2.00 -5.26 2.11
C 0.83 -5.31 0.07
F 0.87 -6.62 0.04
C 0.22 -4.60 -0.96
F -0.34 -5.22 -1.98



12
Properties=species:S:1:pos:R:3 method="wB97M-V/def2-TZVPD" e_above_lowest_kcal_mol=93.8 total_energy_ha=-269.196766 lumo_ev=-0.60 mol_weight_g_mol=82.10 gap_ev=8.321 homo_energy_ev=-8.92
C 0.48 -0.74 0.67
C -0.45 0.29 1.21
C -1.07 0.98 0.23
C -0.70 0.53 -1.08
O 1.28 0.24 -1.45
C 0.30 -0.57 -0.83
H 1.51 -0.55 0.98
H 0.23 -1.74 1.02
H -0.56 0.47 2.28
H -1.77 1.80 0.38
H 0.60 0.77 -2.04
H 0.16 -1.49 -1.38